Below is one molecule with the formula C28H35BCl2F5N2O8PS2 at a distorted geometry, with properties calculated with ωB97M-V/def2-TZVPD.

```
84
Properties=species:S:1:pos:R:3:forces:R:3
C -3.36858 0.99043 1.84076 -0.020 0.586 0.101
N -1.97779 0.56279 1.91064 0.606 -0.416 -0.144
C -1.62502 0.05700 3.21962 -0.486 -0.236 0.733
B -1.17086 0.76773 0.75030 -0.697 0.038 0.379
O -1.65732 1.76611 -0.09615 0.510 -0.239 -0.321
C 0.10217 -0.09077 0.21554 -0.097 0.123 0.099
C -0.20710 -0.30628 -1.30381 0.370 -0.343 -0.999
C -0.59581 -1.67913 -1.86047 0.017 -0.029 0.526
O -1.75966 -1.98437 -1.86315 -0.740 -0.188 -0.021
C 0.35988 -2.58358 -2.56736 0.724 0.196 -0.748
C 0.84974 -3.77871 -2.06567 0.135 -0.357 0.235
C 1.73273 -4.56817 -2.80158 -0.089 0.492 -0.537
C 2.11363 -4.16670 -4.08049 -0.245 0.264 0.178
C 1.60040 -2.98786 -4.60916 -0.280 0.246 0.321
C 0.73883 -2.19314 -3.85785 0.100 -0.365 0.194
C 0.14257 -1.40381 1.01624 0.128 -0.123 0.494
C -1.03580 -2.39369 1.02346 -0.231 -0.343 -0.077
C -2.51875 -2.07089 0.86758 -0.402 -0.608 0.099
C -3.28255 -3.37668 0.51164 -0.274 0.326 0.119
C -4.18525 -3.23842 -0.72114 0.280 0.308 0.008
S -4.10020 -4.64895 -1.83001 -0.660 -0.711 0.378
O -5.43786 -5.10615 -2.05018 -0.064 0.291 -0.298
O -3.14917 -5.60659 -1.36245 0.452 0.238 -0.124
Cl -3.42154 -3.90788 -3.60359 -0.067 -0.036 0.075
O 1.23910 -2.29945 0.62139 0.374 0.458 -0.445
S 2.50486 -2.43522 1.61796 -0.019 -0.271 0.025
O 2.02692 -2.53324 2.97004 -0.144 0.077 0.338
O 3.02782 -0.86815 1.51949 -0.279 -0.488 -0.334
C 2.75562 -0.14622 0.32666 0.762 0.934 -0.165
P 3.10537 -1.02579 -1.32054 -0.635 -0.579 -0.612
O 4.04321 -2.26075 -0.83325 0.152 0.471 0.159
Cl 4.59319 0.23516 -2.10803 0.008 0.044 0.278
C 1.45967 0.74663 0.38637 0.087 -0.815 -0.378
C 1.76992 1.78801 -0.72060 -0.202 0.387 0.000
C 0.77216 2.79176 -1.29710 0.017 0.240 -0.820
N 1.47357 3.70828 -2.21580 -0.318 -0.185 0.185
C 1.58032 1.51315 1.73644 0.393 1.046 0.535
F 1.10714 0.81400 2.79795 -0.412 -0.295 -0.093
F 2.91789 1.68512 2.02490 0.096 0.034 -0.109
C 1.02174 2.93638 1.83301 -0.170 0.610 -0.072
C -0.24361 3.22111 2.33213 -0.238 -0.049 0.128
C -0.71930 4.52357 2.43974 0.358 0.281 -0.205
C 0.08216 5.60423 2.07801 0.010 -0.752 -0.009
C 1.36208 5.33057 1.60852 -0.507 0.101 -0.049
C 2.28052 6.46817 1.26556 0.356 -0.429 0.930
F 2.92502 6.28128 0.11649 0.083 -0.020 -0.593
F 1.65331 7.63685 1.22311 -0.294 0.419 -0.280
F 3.23391 6.58317 2.21810 0.133 0.019 0.043
C 1.82025 4.02857 1.48783 0.106 -0.207 -0.007
H -3.81656 0.75095 0.88324 0.052 -0.030 -0.210
H -3.47359 2.06829 1.98617 -0.069 0.152 0.059
H -3.96500 0.51375 2.61375 0.097 -0.164 0.118
H -0.73736 -0.55172 3.30689 0.168 0.099 -0.361
H -2.43647 -0.55157 3.62246 -0.118 -0.132 -0.130
H -1.51998 0.86644 3.94964 0.125 0.181 -0.046
H -1.71040 2.60982 0.36172 -0.419 0.033 0.029
H 0.61217 0.00227 -1.94946 0.288 0.116 0.230
H -1.04139 0.30680 -1.63031 -0.132 0.168 0.218
H 0.57785 -4.10852 -1.07516 -0.090 0.015 0.081
H 2.12607 -5.48802 -2.40053 -0.039 -0.085 0.185
H 2.79590 -4.74528 -4.68320 0.078 -0.196 0.067
H 1.86474 -2.66694 -5.60438 0.089 -0.025 -0.129
H 0.34362 -1.27611 -4.27416 0.031 0.090 -0.066
H 0.38453 -1.13733 2.03678 -0.087 0.043 0.047
H -0.83240 -3.13897 0.26148 0.224 0.099 -0.263
H -0.92802 -2.97339 1.94152 0.092 0.048 0.197
H -2.74432 -1.34741 0.09504 0.226 0.281 -0.016
H -2.95063 -1.72974 1.79967 0.082 0.338 0.120
H -2.61819 -4.22864 0.41318 0.157 -0.009 -0.170
H -3.94574 -3.62155 1.33691 0.017 -0.151 0.172
H -3.97372 -2.34138 -1.29568 0.188 -0.098 -0.143
H -5.22829 -3.18698 -0.43394 -0.239 -0.219 -0.114
H 3.55461 0.59394 0.28699 0.075 -0.040 0.271
H 4.81046 -1.93638 -0.33568 0.027 -0.289 0.075
H 2.16226 1.30755 -1.61486 0.012 -0.378 -0.001
H 2.62999 2.35350 -0.36505 0.083 0.100 0.101
H 0.02912 2.27128 -1.89038 -0.188 -0.172 0.122
H 0.22222 3.39724 -0.58747 0.071 -0.077 0.283
H 2.38302 3.35346 -2.47399 0.116 0.176 -0.029
H 1.55190 4.63435 -1.82621 0.285 0.037 0.028
H -0.89778 2.42604 2.64922 0.072 -0.105 0.065
H -1.71785 4.70312 2.80830 -0.071 -0.038 0.101
H -0.27422 6.61522 2.17009 -0.031 0.146 -0.009
H 2.82397 3.87642 1.12631 0.142 -0.061 -0.003
```
Positions in Å, forces in eV/Å.

Properties
electronic energy = -119233.6359 eV
gap between HOMO and LUMO = 9.34 eV

=====

Below is C28H35BrFN7O2Ru as an isolated structure at a distorted geometry, with properties calculated with ωB97M-V/def2-TZVPD.

```
75
Properties=species:S:1:pos:R:3:forces:R:3
Ru -0.76010 -0.42664 -1.22883 -0.445 1.286 0.158
O 1.49996 2.87609 3.02847 -0.023 -0.014 -0.032
C 1.21531 1.78817 3.80613 0.044 -0.235 0.140
C 1.14350 1.87632 5.19049 0.000 0.043 -0.059
C 0.86213 0.74643 5.93950 -0.022 0.051 0.028
C 0.62578 -0.47249 5.31975 -0.030 -0.129 0.003
C 0.67318 -0.55700 3.93932 -0.047 0.100 0.100
C 0.98497 0.56249 3.17318 0.057 0.172 -0.231
C 1.03415 0.50591 1.67152 0.211 -0.003 0.252
O -0.29032 0.61586 1.08499 0.146 0.253 -0.470
N 1.54532 -0.75055 1.19461 0.200 0.088 0.194
N 1.03374 -1.40889 0.13125 -0.326 -0.179 -0.431
C 1.46254 -2.60648 -0.06387 0.183 0.350 0.352
C 0.97631 -3.51460 -1.05523 -0.319 -0.316 -0.307
Br -0.73017 -3.04059 -1.82278 0.163 -0.344 -0.073
C 1.47974 -4.70899 -1.41387 -0.314 0.303 -0.085
C 2.74170 -5.32050 -1.05032 0.412 -0.273 0.140
C 3.87957 -4.62200 -0.62211 -0.125 0.071 -0.083
C 5.02795 -5.30330 -0.26596 0.071 -0.049 0.045
C 5.07309 -6.69013 -0.33781 -0.052 0.038 -0.041
C 3.96857 -7.39461 -0.79824 0.093 -0.057 0.015
C 2.82203 -6.71755 -1.16349 -0.158 0.186 0.064
H 1.86098 3.57741 3.58183 0.004 0.033 0.028
H 1.30620 2.83203 5.67586 0.035 -0.019 0.020
H 0.81605 0.82229 7.01758 0.019 -0.001 -0.002
H 0.40760 -1.35024 5.91185 -0.034 0.013 -0.007
H 0.45032 -1.49938 3.45284 0.044 -0.002 -0.016
H 1.63601 1.33880 1.30253 -0.126 0.018 -0.052
H 2.11402 -1.27065 1.84466 -0.060 -0.121 0.023
H 2.21644 -3.01442 0.60839 0.014 -0.026 -0.017
H 0.85160 -5.32244 -2.05162 0.017 0.027 -0.034
H 3.89890 -3.53992 -0.62778 -0.033 0.013 -0.004
H 5.90191 -4.75282 0.05536 -0.002 0.009 -0.021
H 5.97752 -7.21523 -0.06242 -0.008 -0.011 0.005
H 4.00673 -8.47212 -0.88214 0.000 0.005 0.005
H 1.96033 -7.26709 -1.52275 0.019 -0.020 -0.006
C -1.94180 0.19109 -6.99952 0.131 -0.002 -0.070
C -2.12858 -0.03032 -5.54220 -0.055 -0.060 0.113
C -3.20999 -0.48527 -4.82066 -0.044 -0.032 0.063
C -2.78751 -0.55351 -3.48550 0.005 0.152 -0.399
N -1.51570 -0.14974 -3.39012 -0.419 -0.517 0.646
N -1.14034 0.15746 -4.64602 0.217 0.048 -0.076
C -3.62836 -1.00210 -2.33282 0.169 0.019 -0.077
H -2.90427 0.28330 -7.49508 -0.008 0.017 0.014
H -1.41237 -0.65365 -7.44386 -0.028 0.008 -0.016
H -1.35925 1.09055 -7.19891 -0.039 0.021 0.006
H -4.18523 -0.74172 -5.19872 0.029 0.021 -0.051
H -0.20559 0.47239 -4.83557 0.042 0.024 0.025
H -3.99058 -2.01577 -2.50538 -0.008 -0.005 0.031
H -4.49060 -0.34519 -2.23179 -0.012 0.009 0.054
H -3.10936 -0.98075 -1.36926 -0.037 -0.001 0.007
F -2.00175 1.21001 -0.92217 0.810 -0.844 -0.007
C -0.53354 5.17905 -0.67367 0.036 -0.163 0.126
C 0.68887 4.28393 -0.57928 -0.018 0.224 -0.053
N 0.31451 3.01288 0.03802 -0.221 0.194 0.046
C -0.68334 2.93065 0.92171 0.108 -0.143 0.084
N -0.94234 1.74737 1.53894 -0.191 0.134 0.101
C -2.23053 1.40821 2.14443 -0.221 -0.062 0.023
C -3.17873 2.58102 2.00355 0.117 0.072 -0.032
C -2.40266 3.84816 2.32372 -0.074 -0.131 0.159
N -1.34648 4.00539 1.32227 -0.126 -0.062 -0.034
C -1.12189 5.32231 0.71792 0.083 0.163 -0.164
H -1.27026 4.72355 -1.33807 0.008 0.047 -0.042
H -0.26033 6.15685 -1.06475 -0.023 0.013 0.003
H 1.46451 4.76142 0.02359 0.020 -0.036 -0.023
H 1.10616 4.07891 -1.56215 0.009 -0.069 0.020
H 0.51925 2.17379 -0.46015 0.072 -0.340 -0.129
H -2.06028 1.15245 3.19194 0.044 -0.024 -0.014
H -2.61660 0.53399 1.62028 0.047 0.023 -0.020
H -4.02906 2.45799 2.67070 0.028 -0.004 0.043
H -3.54421 2.63837 0.97748 -0.046 -0.016 0.003
H -1.95967 3.78238 3.32218 -0.007 0.072 -0.001
H -3.03930 4.72774 2.28889 0.052 0.045 -0.046
H -0.45616 5.90727 1.35773 -0.033 -0.009 0.029
H -2.08018 5.83634 0.67142 -0.027 -0.042 0.054
```
Positions in Å, forces in eV/Å.

Properties
net charge = +2
relative energy (zero: lowest compared OMol25 entry of this formula, charge and spin) = 0.0 kcal per mole
spin multiplicity = 5
electronic energy = -119455.2190 eV
gap between HOMO and LUMO (spin up / spin down) = 7.68 / 6.60 eV

=====

Below is C28H35ClN4OS as an isolated structure at a distorted geometry, with properties calculated with ωB97M-V/def2-TZVPD.

```
70
Properties=species:S:1:pos:R:3:forces:R:3
C -6.19192 -2.06499 1.12724 -10.077 3.112 0.241
C -6.44028 -1.62169 -0.37541 -4.657 0.336 1.958
O -5.97390 -0.21672 -0.68402 -7.497 -4.882 2.291
C -4.74984 -0.12346 -0.89692 -0.510 -3.051 -0.636
C -4.39436 1.06756 -1.13578 -1.437 10.664 1.223
C -3.16138 1.51234 -1.15134 1.640 1.876 -0.074
C -2.21594 0.48917 -1.13713 3.745 10.309 -2.080
C -2.53782 -0.69772 -1.34928 -7.634 -1.769 0.868
C -3.88591 -1.05070 -1.10658 4.453 -6.976 -0.321
H -4.03936 -2.17018 -0.96274 -0.158 1.727 -0.334
H -1.83242 -1.30003 -1.30598 6.019 -6.405 -0.465
N -0.86519 0.94615 -1.60527 1.215 -10.496 -1.105
C 0.03425 1.76496 -1.42314 1.341 12.829 4.804
N 1.36404 1.86630 -1.48840 -2.006 -7.703 -4.893
C 1.89416 0.59298 -2.29922 -3.424 -0.693 9.109
H 2.76712 0.89391 -2.51970 6.211 1.643 -2.763
H 1.27137 0.11116 -2.92041 -2.198 -0.572 -2.985
C 2.18229 -0.59728 -1.13076 3.937 4.499 -3.236
C 2.92687 -1.63132 -2.01110 -8.392 -5.103 4.152
N 2.95390 -2.80910 -0.93150 -3.360 -1.945 -7.422
C 3.92321 -2.65615 -0.07993 2.318 4.052 8.312
H 3.33652 -2.18899 1.05869 2.073 -0.665 -2.748
C 4.61809 -3.90475 0.31719 2.321 -3.259 -1.190
H 4.58212 -4.22662 1.49177 0.825 1.032 -3.183
H 5.64716 -3.84989 -0.35191 -1.668 -0.290 2.836
C 3.85383 -4.96618 -0.56690 -0.189 -2.363 1.504
H 4.33487 -6.04863 -0.89222 -0.986 3.163 0.863
H 2.94354 -5.15172 -0.00947 -0.120 -1.094 0.813
C 3.22753 -4.14539 -1.59759 4.978 3.734 -3.068
H 2.45677 -4.53709 -2.14675 -2.187 -0.868 -0.987
H 4.12636 -3.88050 -2.50252 -2.150 -0.763 2.030
H 4.69209 -1.92989 -0.40314 -0.308 0.243 0.517
H 3.81196 -1.39764 -2.39320 3.874 0.920 -1.602
H 2.12502 -2.18228 -2.77110 2.243 2.002 1.291
H 1.29153 -0.94457 -0.68055 -0.588 -0.484 0.580
H 2.96809 0.01642 -0.42720 -2.198 -2.054 -1.266
C 2.33033 2.80281 -1.29199 -1.193 2.962 9.502
C 3.18756 2.35403 0.25396 -1.808 0.856 -7.027
C 4.48310 1.97158 -0.06958 -2.047 0.908 3.984
C 4.79583 1.70426 1.30698 9.541 -3.431 -3.211
C 3.91618 1.70105 2.19279 -5.309 4.570 -10.423
N 2.65400 2.31331 1.53187 10.470 -2.569 -5.900
C 1.39285 2.48509 1.85919 -1.919 0.518 6.223
C 0.51095 1.19328 1.87758 -4.584 14.755 -0.883
C -0.91980 1.60466 1.78298 8.232 -14.087 0.041
C -1.53823 0.41344 1.85835 -4.293 1.920 -0.420
C -1.10906 -0.92230 1.92734 4.851 1.120 -0.328
C 0.30476 -1.19117 1.93295 -8.418 17.703 -0.015
C 1.06877 0.12602 1.78048 -3.251 -12.509 0.355
H 1.97513 -0.08175 1.94925 7.400 -0.576 0.499
H 0.58025 -2.00521 1.86050 5.532 -14.126 -0.989
Cl -2.25795 -2.10962 1.84403 -1.470 -1.795 0.138
H -2.57167 0.70795 1.76066 -1.185 -1.588 0.281
H -1.13672 2.46585 1.92859 -3.422 10.271 1.138
H 1.73458 2.82526 2.97172 -2.407 -0.631 -1.214
H 1.06285 3.42138 1.45629 -1.181 -0.041 -0.577
H 3.71749 1.57779 3.02310 -2.071 -2.597 14.733
H 5.80000 1.22871 1.55808 -1.096 0.861 -0.066
H 5.13058 1.99585 -0.95334 -0.740 0.087 0.581
H 1.88188 3.67185 -0.53946 0.611 -1.258 -3.639
H 2.99113 2.98340 -2.06858 1.218 0.564 -1.165
S -0.54619 3.41759 -0.76562 -0.364 -1.263 -0.709
H -0.20758 -0.00709 -1.71186 -2.725 2.004 -0.174
H -2.99594 2.60918 -1.17891 0.558 -1.234 0.021
H -5.15772 1.89372 -0.85884 0.816 -1.464 -1.161
H -7.64018 -1.61735 -0.44543 2.694 0.654 -0.160
H -6.21303 -2.42842 -1.05925 0.925 0.467 -0.522
H -6.59015 -1.23850 1.89046 1.066 -1.387 -1.880
H -5.30211 -2.19610 1.25087 10.497 -0.938 1.645
H -6.61602 -2.98170 1.63488 -0.377 0.567 -1.710
```
Positions in Å, forces in eV/Å.

Properties
electronic energy = -60943.4419 eV
gap between HOMO and LUMO = 7.45 eV